No. 1
Computed, not measured: a cluster of 19 separate species, H37O19 in total, with ωB97M-V with the def2-TZVPD basis set.

The frontier orbital gap comes out at 9.4 eV. The calculation puts the relative energy (zero: lowest compared OMol25 entry of this formula, charge and spin) at 3.737 eV. The total energy is -1451.76524 Ha. As for the total charge: -1.

Last column: Mulliken charge in e.
Atoms and positions in Å:
O: 0.860 -3.757 0.779  -0.579
H: 0.427 -4.082 0.003  0.350
H: 0.293 -2.929 0.734  0.108
O: 2.980 1.945 3.176  -0.629
H: -0.494 -0.325 0.730  0.247
H: 2.646 1.041 3.265  0.349
O: -0.884 4.003 -2.023  -0.610
H: -3.231 -3.089 1.660  0.299
H: 4.505 0.729 -1.604  0.308
O: 3.012 3.275 -0.257  -0.666
H: 3.326 2.565 0.381  0.331
H: 2.317 2.991 -0.872  0.291
O: 1.401 1.487 -2.981  -0.527
H: 1.809 1.681 -3.829  0.265
H: -0.190 1.224 -1.393  0.085
O: 2.472 -2.110 -0.394  -0.608
H: 1.524 -1.856 -0.306  0.414
H: 2.533 -1.851 -1.291  0.205
O: 4.457 -0.223 -1.406  -0.613
H: 1.199 0.529 -3.058  0.256
H: 3.625 -0.490 -1.808  0.303
O: -2.614 -3.394 2.345  -0.655
H: -2.314 -1.586 -1.870  0.041
O: -3.663 0.928 0.605  -0.669
H: 0.677 -2.016 -3.154  0.162
H: -4.319 0.831 -0.057  0.285
O: -0.579 2.971 0.547  -0.599
H: -0.317 3.840 0.323  0.205
H: -0.159 2.182 0.203  0.320
O: 0.049 1.476 3.663  -0.662
H: 0.144 1.307 2.682  0.268
H: -0.631 0.805 3.897  0.335
O: -0.656 0.750 -0.698  0.149
H: -0.295 4.319 -1.357  0.245
H: -1.004 -0.032 -1.261  0.003
O: 0.667 -1.584 -2.275  -0.596
H: -1.781 1.502 -3.447  0.282
H: -1.785 -3.670 1.998  0.302
O: -1.709 -1.025 -2.297  -0.916
H: -1.686 3.589 -1.611  0.325
H: -2.798 1.330 0.349  0.291
O: 2.500 -1.165 2.345  -0.679
H: 2.586 -2.093 2.139  0.290
H: 2.837 -0.841 1.502  0.340
O: -1.239 0.979 -4.055  -0.610
H: -1.712 0.119 -4.049  0.292
H: -0.381 -1.237 -2.231  0.383
O: -3.229 -2.755 -0.093  -0.736
H: -2.502 -2.265 -0.430  0.322
H: -3.632 -2.093 0.531  0.402
O: -0.383 -0.976 1.423  -0.221
H: 0.350 -1.012 2.000  0.244
H: 2.197 2.445 3.068  0.309
O: -2.246 -0.583 3.480  -0.621
H: -2.611 -0.284 2.664  0.277
H: -2.350 -1.520 3.611  0.316



No. 2
Computed, not measured: a structure of composition H37O19, with ωB97M-V with the def2-TZVPD basis set.

The frontier orbital gap comes out at 8.8 eV. The calculation puts the relative energy (zero: lowest compared OMol25 entry of this formula, charge and spin) at 4.114 eV. The total energy is -1451.75140 Ha. As for the total charge: -1.

Last column: Mulliken charge in e.
Atoms and positions in Å:
O: 1.366 -4.773 -0.071  -0.571
H: 1.914 -3.963 -0.172  0.269
H: 1.683 -4.827 0.868  0.301
O: -0.386 -1.456 1.969  -0.533
H: -0.797 -0.693 1.552  0.333
H: 0.532 -1.204 1.773  0.204
O: 2.239 3.560 3.071  -0.673
H: 0.390 3.523 -3.503  0.341
H: 2.158 2.854 3.671  0.347
O: -2.891 4.033 0.553  -0.662
H: -3.139 3.107 0.526  0.310
H: -2.265 3.988 1.301  0.344
O: -4.746 -0.492 0.346  -0.619
H: -3.905 -0.725 0.787  0.320
H: -4.785 -1.234 -0.254  0.284
O: -3.572 -0.249 -2.203  -0.623
H: -2.620 -0.104 -2.103  0.359
H: -3.828 0.653 -2.265  0.278
O: -1.870 2.220 3.032  -0.631
H: -2.643 1.918 3.460  0.277
H: -1.826 1.847 2.118  0.171
O: 1.140 3.754 -2.900  -0.644
H: 0.371 1.237 0.710  0.037
O: 2.570 -2.472 -2.434  -0.681
H: 1.787 -1.803 -2.400  0.407
H: 2.505 -3.246 -2.941  0.272
O: -0.543 -3.874 2.721  -0.659
H: 0.438 -3.885 2.806  0.218
H: -0.755 -2.956 2.477  0.517
O: 0.575 4.304 0.983  -0.597
H: 1.216 4.351 0.319  0.262
H: -0.379 4.421 0.783  0.245
O: 1.975 0.972 2.480  -0.643
H: 1.785 3.252 2.302  0.364
H: 2.435 1.775 2.167  0.416
O: 1.053 -0.185 -2.356  -0.650
H: 0.160 0.174 -2.092  0.403
H: 1.162 2.851 -2.581  0.268
O: -0.557 1.169 0.877  -0.297
H: 1.862 0.307 -2.354  0.190
H: 1.649 0.349 1.792  0.029
O: 3.797 -1.554 -0.411  -0.643
H: 3.164 -1.863 -1.105  0.392
H: 4.163 -2.368 -0.179  0.292
O: 3.089 1.460 -0.327  -0.561
H: 3.498 0.601 -0.109  0.315
H: 3.385 1.746 -1.204  0.250
O: -0.448 -2.824 -2.781  -0.584
H: -0.973 -3.402 -3.332  0.267
H: -0.385 -3.255 -1.912  0.300
O: -0.914 1.026 -1.544  -0.942
H: -0.727 1.128 -0.389  0.408
H: -1.066 1.964 -1.637  0.226
O: -3.027 -3.804 0.229  -0.638
H: -2.099 -4.048 0.480  0.318
H: -2.914 -3.285 -0.594  0.314



No. 3
Computed, not measured: a cluster of 19 separate species, H37O19 in total, with ωB97M-V with the def2-TZVPD basis set.

The frontier orbital gap comes out at 9.2 eV. The calculation puts the relative energy (zero: lowest compared OMol25 entry of this formula, charge and spin) at 6.083 eV. The total energy is -1451.67901 Ha. As for the total charge: -1.

Last column: Mulliken charge in e.
Atoms and positions in Å:
O: 0.764 3.987 -2.600  -0.612
H: 0.302 4.664 -1.998  0.343
H: 1.676 4.229 -2.452  0.284
O: -2.931 0.010 -2.542  -0.672
H: 0.404 -1.395 4.185  0.321
H: -3.718 -0.437 -2.369  0.272
O: -0.072 -2.655 -2.231  -0.787
H: 0.035 0.873 -3.568  0.340
H: -0.296 -1.689 -1.986  0.404
O: -1.420 4.173 1.101  -0.712
H: -0.529 3.762 1.555  0.446
H: -1.798 3.338 0.819  0.319
O: 2.686 1.486 -0.628  -0.601
H: 1.898 1.967 -0.481  0.249
H: 1.636 -0.894 0.917  0.170
O: -3.910 1.231 0.796  -0.660
H: -3.035 0.844 0.974  0.360
H: -3.973 1.216 -0.221  0.342
O: -0.521 -0.231 -1.883  -0.897
H: 3.245 2.176 -0.699  0.266
H: -1.110 0.506 -2.171  0.270
O: 0.923 1.182 -3.727  -0.624
H: 2.549 -0.088 2.448  0.398
O: -1.506 -2.942 -0.386  -0.692
H: -1.686 -2.977 -1.402  0.352
H: -0.941 -2.095 -0.408  0.259
O: 2.676 3.013 1.586  -0.579
H: 2.679 2.102 1.486  0.348
H: 3.415 3.201 2.156  0.264
O: -0.893 1.044 0.065  -0.160
H: -1.833 1.186 0.264  -0.409
H: -0.649 0.168 -0.591  0.455
O: -2.712 -2.118 2.129  -0.646
H: 0.466 -2.523 -2.998  0.228
H: -2.714 -2.340 1.115  0.386
O: 1.146 -0.223 1.426  -0.070
H: 2.925 -0.902 -3.438  0.268
H: 0.941 1.628 -2.799  0.277
O: 3.163 -0.712 2.736  -0.662
H: 0.826 0.428 0.754  0.022
H: -3.246 -1.361 2.082  0.279
O: -0.263 2.104 2.689  -0.697
H: 0.228 1.206 2.639  0.347
H: -1.048 1.867 2.220  0.245
O: 3.300 -0.174 -2.968  -0.618
H: 2.938 0.207 -2.126  0.358
H: 3.301 -1.134 1.880  0.277
O: 1.064 -4.760 -0.762  -0.659
H: 0.796 -3.847 -0.930  0.381
H: 0.771 -4.964 0.115  0.308
O: -0.561 -1.218 3.953  -0.645
H: -0.749 -1.617 3.104  0.206
H: -2.194 -0.613 -2.710  0.319
O: -0.448 -3.217 2.042  -0.680
H: -1.263 -2.688 2.310  0.491
H: -0.733 -3.986 1.530  0.229



No. 4
Computed, not measured: a cluster of 19 separate species, H38O19 in total, with ωB97M-V with the def2-TZVPD basis set.

The frontier orbital gap comes out at 9.6 eV. The calculation puts the relative energy (zero: lowest compared OMol25 entry of this formula, charge and spin) at 6.994 eV. The total energy is -1452.18273 Ha.

Last column: Mulliken charge in e.
Atoms and positions in Å:
O: -1.385 0.316 3.939  -0.669
H: -1.635 0.750 3.046  0.374
H: -1.132 1.184 4.222  0.295
O: -0.339 -0.767 -5.041  -0.608
H: -0.843 -0.881 -4.191  0.394
H: 0.467 -0.252 -4.802  0.283
O: 2.842 -1.622 3.070  -0.679
H: 1.915 -1.841 3.446  0.449
H: 3.130 -2.517 2.993  0.271
O: -4.268 -0.323 -0.370  -0.596
H: -3.398 -0.252 0.021  0.264
H: -4.659 -1.117 -0.063  0.302
O: -1.207 -1.542 -0.083  -0.289
H: -0.894 -0.965 0.601  0.160
H: -0.808 -2.337 0.216  0.191
O: 0.933 3.362 1.036  -0.560
H: 1.255 2.887 0.209  0.427
H: 1.530 4.005 1.428  0.223
O: -2.060 3.210 0.246  -0.683
H: -1.798 4.057 0.625  0.315
H: -1.101 3.070 -0.087  0.306
O: -1.036 -4.263 1.566  -0.581
H: -1.363 -4.886 0.881  0.290
H: -0.342 -4.805 1.961  0.302
O: -2.784 2.323 -2.117  -0.498
H: -2.410 3.240 -2.201  0.259
H: -3.313 2.260 -2.901  0.239
O: 1.823 -3.358 -1.932  -0.511
H: 2.027 -3.316 -2.882  0.272
H: 1.326 -4.205 -1.781  0.273
O: 4.184 -2.698 0.997  -0.653
H: 3.728 -3.195 0.311  0.337
H: 3.312 -2.440 1.553  0.327
O: -2.372 2.368 2.620  -0.646
H: -2.572 2.086 1.670  0.407
H: -2.239 3.296 2.882  0.223
O: 2.129 1.498 -0.061  -0.547
H: 2.688 0.811 0.279  0.234
H: 2.390 1.550 -1.000  0.278
O: 0.714 -0.166 2.253  -0.451
H: 0.417 0.767 2.230  0.110
H: 0.956 -0.092 3.195  0.321
O: 1.252 -1.086 -1.423  -0.451
H: 1.299 -1.088 -0.477  0.139
H: 0.459 -0.945 -1.968  0.286
O: 1.241 1.577 -4.287  -0.646
H: 1.986 1.234 -4.818  0.338
H: 1.114 0.733 -3.716  0.265
O: -1.597 -0.696 -2.298  -0.603
H: -2.189 -1.433 -2.052  0.285
H: -2.151 0.078 -2.168  0.238
O: 1.935 3.425 -1.926  -0.593
H: 1.002 3.515 -2.253  0.302
H: 1.939 4.292 -1.509  0.271
O: 0.167 -1.855 3.831  -0.800
H: -0.388 -1.146 4.204  0.399
H: 0.126 -1.809 2.880  0.414



No. 5
Computed, not measured: a cluster of 20 separate species, H39O20 in total, with ωB97M-V with the def2-TZVPD basis set.

The frontier orbital gap comes out at 9.3 eV. The calculation puts the relative energy (zero: lowest compared OMol25 entry of this formula, charge and spin) at 4.106 eV. The total energy is -1528.20944 Ha. As for the total charge: -1.

Last column: Mulliken charge in e.
Atoms and positions in Å:
O: -2.021 0.057 -0.995  -0.820
H: 1.557 2.816 -4.212  0.275
O: -1.485 0.903 5.442  -0.618
H: -1.471 0.910 4.484  0.275
H: -0.572 0.841 5.741  0.409
O: -0.844 -0.583 1.159  -1.116
H: 1.375 -2.131 -0.836  0.251
H: -0.055 -1.043 0.847  0.219
O: 4.866 -2.638 -2.622  -0.632
H: 4.698 -3.280 -1.933  0.327
H: 0.777 0.902 2.173  0.162
O: 0.268 1.595 1.743  -0.637
H: -1.539 -0.222 -0.132  0.418
H: -0.327 0.981 1.199  0.454
O: -0.720 -1.539 3.547  -0.516
H: -1.327 -0.037 -1.654  0.355
H: 4.386 -1.830 -2.436  0.291
O: 4.173 1.392 -2.892  -0.652
H: 3.222 1.370 -2.849  0.340
H: 4.697 0.598 -2.829  0.272
O: -2.610 -3.854 1.985  -0.642
H: -1.314 -2.274 3.673  0.086
H: 0.836 -1.175 -4.633  0.317
O: -0.686 3.472 -0.724  -0.671
H: -1.090 2.610 -0.550  0.288
H: -0.008 3.529 -0.038  0.347
O: -1.062 -4.704 -1.169  -0.625
H: -1.541 -4.746 -0.327  0.307
H: -1.690 -4.102 -1.592  0.287
O: -3.606 1.000 3.376  -0.561
H: -3.431 2.695 1.500  0.371
H: -2.714 1.343 3.248  0.139
O: 1.328 2.817 -3.286  -0.660
H: -1.870 3.203 -2.476  0.352
H: -0.730 -1.205 2.590  0.393
O: -2.846 3.424 1.251  -0.651
H: -2.016 2.952 1.281  0.318
H: -1.757 -3.471 1.723  0.324
O: 1.897 -1.693 -1.512  -0.547
H: -2.694 -3.326 2.790  0.307
H: 2.570 -1.171 -1.062  0.315
O: 1.096 -0.232 5.082  -0.756
H: 0.857 0.226 4.260  0.299
H: 0.356 -0.853 4.911  0.428
O: 2.437 -0.254 0.897  -0.595
H: 1.994 0.396 0.337  0.402
H: 3.208 -0.303 1.445  0.215
O: -2.196 2.450 -2.967  -0.688
H: -4.027 1.625 3.973  0.322
H: -2.189 1.678 -2.404  0.359
O: 1.593 -0.987 -5.196  -0.636
H: 2.188 -1.733 -5.081  0.309
H: 0.402 2.899 -3.040  0.332
O: 2.308 1.671 -0.982  -0.576
H: 3.136 2.029 -1.346  0.384
H: 1.717 2.064 -1.646  0.315
O: -2.490 -1.860 -2.734  -0.625
H: -2.658 -2.288 -1.900  0.309
H: -2.358 -0.910 -2.601  0.355



No. 6
Computed, not measured: a cluster of 2 separate species, H3IN2 in total, with ωB97M-V with the def2-TZVPD basis set.

The frontier orbital gap comes out at 9.2 eV. The calculation puts the relative energy (zero: lowest compared OMol25 entry of this formula, charge and spin) at 1.029 eV. The total energy is -408.89729 Ha.

Last column: Mulliken charge in e.
Atoms and positions in Å:
N: -0.899 -0.155 0.097  -0.021
N: 0.061 0.543 0.040  -0.413
I: 4.258 0.006 -0.042  -0.140
H: -1.856 0.037 -0.410  0.239
H: -1.025 -1.047 0.630  0.217
H: 2.871 0.702 0.560  0.119



| no. | HOMO level (eV) |
| --- | --- |
| 1 | -7.11 |
| 2 | -6.69 |
| 3 | -6.99 |
| 4 | -9.78 |
| 5 | -7.15 |
| 6 | -8.50 |